Entry 1:
Entry from OMol25: a structure of composition C53H46Cl3IrN8OS3Si (the ωB97M-V functional and the def2-TZVPD basis).

Structure (XYZ):
```
116
Properties=species:S:1:pos:R:3:mulliken_charge:R:1
Ir -0.1537 -0.6581 0.2046 1.354
N -1.1167 1.1229 -0.3104 0.088
S -1.7553 2.2740 -0.9058 1.784
N -1.3484 2.7528 -2.4578 -0.256
S 0.0628 2.5968 -3.0717 1.134
N 0.5687 1.2722 -3.6740 -0.280
S 0.2978 -0.2417 -3.0557 1.056
N 0.6336 -0.5441 -1.6763 -0.282
C 1.3450 -1.1354 -4.1854 0.568
C 1.5310 -0.7519 -5.5087 -0.482
C 2.3280 -1.5375 -6.3209 -0.872
C 2.9219 -2.6896 -5.8146 -0.724
C 2.7292 -3.0562 -4.4945 -1.082
C 1.9372 -2.2725 -3.6663 -0.711
C -1.3579 -0.5323 -3.7153 0.712
C -2.1878 -1.4087 -3.0393 -0.154
C -3.4398 -1.7023 -3.5665 -0.952
C -3.8499 -1.1210 -4.7539 -0.809
C -3.0152 -0.2271 -5.4167 -0.825
C -1.7662 0.0719 -4.9013 -0.486
C 0.0064 3.6685 -4.4835 0.226
C -1.0204 4.5900 -4.6056 -0.102
C -1.0247 5.4348 -5.7061 -0.838
C -0.0139 5.3498 -6.6519 -0.504
C 1.0076 4.4172 -6.5116 -0.798
C 1.0258 3.5652 -5.4216 -0.763
C 1.3685 3.3181 -2.1071 1.041
C 1.2808 4.6683 -1.7861 -0.434
C 2.3439 5.2668 -1.1378 -0.944
C 3.4849 4.5253 -0.8465 -0.640
C 3.5600 3.1857 -1.1894 -0.576
C 2.4906 2.5635 -1.8186 -0.320
C -3.5147 2.2461 -1.2197 -0.149
C -4.4065 2.8697 -0.3627 -0.314
C -5.7673 2.7318 -0.5937 -0.895
C -6.2204 1.9722 -1.6613 -0.812
C -5.3149 1.3514 -2.5119 -0.638
C -3.9545 1.4893 -2.2975 0.574
C -1.5241 3.7583 0.0588 0.713
C -0.8443 3.6132 1.2542 -0.669
C -0.6181 4.7369 2.0393 -1.004
C -1.0812 5.9746 1.6228 -0.815
C -1.7785 6.1026 0.4240 -0.932
C -2.0043 4.9902 -0.3670 -0.436
H 1.0725 0.1486 -5.8927 0.250
H 2.4849 -1.2543 -7.3532 0.448
H 3.5337 -3.3060 -6.4599 0.399
H 3.1741 -3.9604 -4.1046 0.471
H 1.7818 -2.5285 -2.6261 0.788
H -1.8756 -1.8425 -2.1007 0.560
H -4.0880 -2.3870 -3.0367 0.513
H -4.8215 -1.3588 -5.1674 0.469
H -3.3382 0.2377 -6.3390 0.463
H -1.1230 0.7740 -5.4124 0.138
H -1.8063 4.6192 -3.8644 0.357
H -1.8226 6.1551 -5.8250 0.465
H -0.0223 6.0110 -7.5080 0.411
H 1.7912 4.3529 -7.2541 0.441
H 1.8088 2.8296 -5.2955 0.430
H 0.4030 5.2429 -2.0464 0.474
H 2.2892 6.3139 -0.8731 0.465
H 4.3222 5.0008 -0.3533 0.430
H 4.4499 2.6126 -0.9696 0.481
H 2.5321 1.5167 -2.0848 0.213
H -4.0560 3.4412 0.4846 0.551
H -6.4713 3.2108 0.0730 0.456
H -7.2832 1.8625 -1.8313 0.402
H -5.6645 0.7602 -3.3476 0.475
H -3.2415 1.0275 -2.9658 -0.094
H -0.5120 2.6311 1.5647 0.330
H -0.0954 4.6337 2.9809 0.545
H -0.9153 6.8468 2.2413 0.456
H -2.1503 7.0700 0.1127 0.465
H -2.5497 5.0729 -1.2992 0.453
Cl -1.3386 3.7766 6.0221 -0.245
C -1.2884 2.4360 4.9110 0.226
C -2.3522 2.2123 4.0539 -0.724
C -2.2626 1.1746 3.1469 0.757
Cl -3.6332 0.8598 2.1292 -0.177
C -1.1309 0.3316 3.0024 -1.404
O -1.0917 -0.5598 2.0730 -0.439
C -0.1448 0.5419 3.9947 1.318
Cl 1.1618 -0.5833 4.1451 -0.191
C -0.1997 1.5836 4.9066 -0.735
H -3.2369 2.8319 4.0860 0.461
H 0.6017 1.7072 5.6210 0.468
C 3.7977 -0.8707 -0.6564 -0.594
Si 2.8791 -0.8598 0.9907 0.023
C 4.0918 -1.4928 2.2807 -1.196
C 2.4655 0.9435 1.3987 -0.319
N 1.3963 -1.7439 0.9718 0.272
C 1.2934 -3.0234 1.5184 -0.503
C 0.1993 -3.4287 2.2978 0.166
C 0.1516 -4.6962 2.8482 -0.685
C 1.1915 -5.6009 2.6663 -0.668
C 2.2777 -5.2178 1.8955 -0.878
C 2.3157 -3.9609 1.3133 0.053
H 4.7273 -0.2960 -0.6005 0.405
H 3.1777 -0.4672 -1.4567 -0.204
H 4.0621 -1.8949 -0.9314 0.311
H 4.6793 -0.6562 2.6690 0.468
H 4.7877 -2.2216 1.8637 0.347
H 3.5817 -1.9646 3.1208 0.302
H 3.2712 1.6220 1.1211 0.543
H 2.2871 1.0528 2.4682 0.352
H 1.5680 1.2986 0.8755 -0.456
H -0.6075 -2.7309 2.4669 0.340
H -0.7102 -4.9776 3.4418 0.431
H 1.1483 -6.5880 3.1074 0.373
H 3.0906 -5.9111 1.7158 0.392
H 3.1446 -3.7010 0.6646 0.391
N 0.0896 -5.2472 -3.6343 -0.669
C 0.0153 -4.8592 -2.5464 0.684
N -0.0065 -4.4917 -1.2829 -0.729
C -0.4178 -3.3941 -0.8336 0.988
N -0.8564 -2.4378 -0.2958 -0.712
```

Output
Relative energy (zero: lowest compared OMol25 entry of this formula, charge and spin) = 5.5889 eV
Total energy = -5529.25128 Eh
Highest occupied orbital energy = -6.28 eV
Orbital gap = 0.206 hartree
Multiplicity = 1

---

Entry 2:
Entry from OMol25: the ion C7H15N3PS with charge +1 (the ωB97M-V functional and the def2-TZVPD basis).

Structure (XYZ):
```
27
Properties=species:S:1:pos:R:3:nbo_charge:R:1
C -0.9909 1.9324 1.2513 -0.443
N -1.2117 0.8108 0.4485 -0.484
P 0.0379 -0.5396 0.7772 1.492
S -0.1372 -1.3441 2.5440 -0.337
N 1.5266 0.6592 -0.2634 -0.494
C 2.8397 0.2464 -0.1133 -0.289
C 2.3367 1.4618 0.5269 -0.279
N -0.3329 -1.5224 -0.5842 -0.798
C 0.5479 -2.0961 -1.5342 -0.205
C -0.3065 -2.9472 -0.7262 -0.232
C -2.5446 0.3468 0.0989 -0.231
C -1.8066 0.9865 -0.9254 -0.187
H -0.7458 1.4801 2.2421 0.243
H -0.1719 2.7185 0.9958 0.253
H -1.8647 2.4859 1.3807 0.228
H 3.2184 0.4363 -1.0580 0.225
H 3.1916 -0.5646 0.4823 0.226
H 2.0863 1.3504 1.5312 0.201
H 2.6706 2.4231 0.2576 0.221
H 1.5985 -2.0255 -1.3287 0.211
H 0.3760 -1.9528 -2.6158 0.217
H -1.3297 -3.2200 -0.9697 0.222
H 0.2096 -3.7192 -0.1329 0.233
H -3.3759 0.8812 0.6225 0.260
H -2.4223 -0.7817 -0.0484 0.265
H -1.3474 0.4841 -1.6865 0.245
H -2.0517 2.0098 -1.1724 0.237
```

Output
Relative energy (zero: lowest compared OMol25 entry of this formula, charge and spin) = 1.6186 eV
Total energy = -1179.10831 Eh
Net charge = +1
Highest occupied orbital energy = -12.76 eV
SMILES = C[N+]1(P(=S)(N2CC2)N2CC2)CC1
Orbital gap = 0.318 hartree
Multiplicity = 1